[1]
81
Properties=species:S:1:pos:R:3:forces:R:3 method="wB97M-V/def2-TZVPD" smiles="CCCCCCCCCCCC[C@@H]1CNC(=O)C1.NC(N)=O.NC(N)=O.NC(N)=O.NC(N)=O" de_lowest_kcal_mol=176.3 gap_ha=0.3435 lumo_energy_ev=0.658
C 3.31848 -2.09455 0.46741 -0.475 0.446 -0.683
C 2.65343 -0.69897 -0.14057 0.046 0.085 -0.297
C 3.54022 0.64585 0.18993 0.774 -0.238 0.676
C 3.15206 1.39865 1.59467 0.486 0.739 -0.090
C 2.12582 2.69784 1.39278 0.829 -0.511 -0.132
C 0.81301 2.34425 0.47689 -0.907 0.721 -0.338
C -0.53849 3.23987 0.87525 1.384 0.754 -0.067
C -0.98332 3.01388 2.43680 -0.992 0.868 -0.073
C -2.41598 2.17145 2.60526 0.281 0.616 1.293
C -2.20643 0.61811 3.08712 0.667 0.601 0.322
C -1.79489 -0.43089 1.89648 -0.688 -1.146 0.292
C -2.40566 -0.07963 0.41623 0.735 -0.829 -0.085
C -1.87761 -1.10438 -0.78624 -0.944 0.318 -0.610
C -2.33016 -0.31904 -2.17479 -1.875 -0.365 2.245
N -2.56193 -1.35493 -3.26119 2.843 -1.007 1.762
C -2.37778 -2.71855 -2.62867 1.137 -2.187 -3.236
O -2.03461 -3.81029 -3.31658 -2.088 6.210 4.170
C -2.69961 -2.51361 -1.00962 0.891 -0.151 -1.649
H 4.47916 -2.10689 0.30749 -2.297 0.245 0.482
H 2.86229 -2.97950 -0.16377 0.804 1.581 1.540
H 3.03270 -2.18593 1.61595 0.762 0.051 -2.504
H 1.56714 -0.64473 0.29925 2.053 0.123 -0.828
H 2.52993 -0.73827 -1.32036 0.329 -0.239 2.440
H 4.67719 0.30387 0.29956 -2.504 0.647 -0.351
H 3.52241 1.43974 -0.67920 -0.209 -1.627 1.616
H 2.73591 0.64276 2.39808 0.677 1.446 -1.694
H 4.16895 1.84237 2.03369 -2.228 -0.954 -0.809
H 2.74871 3.55086 0.83752 -1.386 -1.810 1.192
H 1.89301 3.09383 2.46901 0.122 -0.685 -2.096
H 0.46290 1.22045 0.53350 1.071 2.139 -0.127
H 1.09669 2.65134 -0.64136 -0.697 -1.047 2.327
H -0.19946 4.37480 0.73794 -0.784 -2.313 0.358
H -1.42066 3.09123 0.09179 1.845 0.057 1.822
H -0.12099 2.56632 3.11510 -1.835 0.671 -1.615
H -1.19382 4.09939 2.88544 0.464 -2.330 -0.937
H -3.10105 2.31506 1.66731 1.410 -0.419 1.679
H -2.97699 2.72329 3.50315 1.089 -1.267 -1.902
H -3.15515 0.28488 3.71653 1.912 0.492 -1.595
H -1.29775 0.62676 3.85446 -2.090 -0.064 -1.550
H -2.26050 -1.48532 2.20722 1.097 2.163 -0.637
H -0.61598 -0.61698 1.89374 -2.546 0.663 -0.234
H -3.59220 -0.16247 0.40614 2.543 0.397 0.139
H -2.06424 0.99565 0.09816 -0.834 -2.031 0.568
H -0.71666 -1.38009 -0.76311 -2.457 0.855 0.068
H -3.43676 0.01395 -1.92851 2.469 0.165 -0.330
H -1.62729 0.59535 -2.38974 -1.433 -1.982 -0.064
H -1.85391 -1.04500 -3.96468 -0.787 -1.418 -0.026
H -2.24554 -3.46296 -0.46977 -1.314 2.108 -0.937
H -3.88105 -2.37820 -0.95913 2.588 -0.362 0.252
N 1.72740 0.62508 -5.82494 0.864 1.082 0.335
C 0.59182 -0.09520 -5.86247 -0.256 -0.030 0.135
N 0.65773 -1.20297 -6.62283 -0.438 -1.105 -0.629
O -0.41652 0.23010 -5.25577 -0.377 0.097 0.273
H 2.56768 0.37345 -6.31760 -0.179 0.033 0.107
H 1.72048 1.46692 -5.26386 0.048 -0.333 -0.211
H -0.17580 -1.77367 -6.67832 0.335 0.146 0.031
H 1.47882 -1.48727 -7.12969 -0.157 0.057 0.127
N -2.63157 -3.45998 4.93904 -0.182 -1.223 -0.931
C -2.19737 -2.30702 5.47932 0.722 0.490 -0.386
N -2.84243 -1.93761 6.60052 -0.461 0.789 1.275
O -1.29157 -1.64946 4.99169 0.015 -0.106 0.090
H -3.37591 -4.01533 5.32589 0.146 0.121 -0.084
H -2.17264 -3.77414 4.09391 -0.194 0.107 0.331
H -2.54645 -1.07535 7.03921 -0.136 -0.349 -0.166
H -3.59045 -2.46571 7.01706 0.147 0.107 -0.093
N 7.01002 -3.21188 0.95282 -0.670 -1.216 -0.505
C 7.32074 -1.92772 1.20606 -0.435 0.541 -0.205
N 8.47033 -1.75404 1.88276 1.178 0.661 0.716
O 6.61662 -0.99577 0.85062 0.053 0.060 -0.036
H 7.57703 -3.99270 1.23731 -0.120 0.166 -0.048
H 6.15240 -3.38677 0.44542 0.342 -0.007 0.221
H 8.74107 -0.80239 2.09398 -0.094 -0.394 -0.068
H 9.06341 -2.50872 2.18382 -0.130 0.147 -0.060
N -4.12623 2.41882 -4.53183 1.015 -0.467 -0.824
C -4.83203 2.71573 -3.42574 0.369 -0.302 0.600
N -5.95702 3.41760 -3.65249 -1.388 0.811 0.223
O -4.48013 2.37579 -2.30714 -0.028 0.035 0.122
H -4.39975 2.68992 -5.46124 0.056 -0.075 0.199
H -3.27225 1.89129 -4.40543 -0.268 0.134 -0.121
H -6.51769 3.66189 -2.84656 0.216 -0.091 -0.348
H -6.26326 3.70651 -4.56610 0.073 -0.071 0.184



[2]
86
Properties=species:S:1:pos:R:3:forces:R:3 method="wB97M-V/def2-TZVPD" total_charge=-1 gap_ha=0.2422 lumo_energy_ev=2.299
O 1.24718 6.05247 1.13069 -0.012 -0.114 -0.050
P 0.57109 4.56753 0.74897 -0.828 0.638 -0.022
Br 0.54027 3.52284 2.79067 0.254 0.075 0.191
B 1.87509 3.60264 -0.39748 0.755 -1.276 -1.271
O 2.93542 4.45472 -0.94355 -0.341 0.534 0.137
C 3.87937 4.47024 0.08969 -0.060 -0.727 0.856
C 3.67434 3.11306 0.85876 -0.488 0.436 -0.584
O 2.61340 2.46339 0.17456 0.168 0.192 0.290
H 0.52000 6.67931 1.22049 0.163 -0.105 0.068
H 1.14673 3.17077 -1.28313 -0.260 0.187 0.021
H 3.68212 5.24284 0.82900 0.005 0.583 -0.123
H 4.89029 4.56873 -0.28694 0.259 0.071 -0.247
H 3.28672 3.30851 1.85385 0.524 0.089 0.509
H 4.59354 2.54054 0.85425 0.080 -0.450 0.142
C 7.44293 3.01764 -2.37337 0.110 0.020 -0.010
O 7.30748 2.82348 -1.18372 -0.001 -0.034 0.148
N 6.51131 2.76681 -3.30899 -0.068 -0.007 -0.215
C 6.75742 3.01566 -4.71133 -0.174 -0.052 0.130
C 5.21742 2.23167 -2.90095 0.064 0.061 0.281
H 8.37884 3.42349 -2.80053 -0.007 0.016 -0.016
H 6.03770 3.74019 -5.09848 0.028 -0.001 -0.075
H 6.66499 2.08874 -5.28290 0.018 0.036 -0.068
H 7.76160 3.41235 -4.84809 0.027 0.009 0.018
H 4.71394 2.91341 -2.21366 -0.075 -0.017 -0.027
H 5.35398 1.27840 -2.38954 -0.042 -0.012 0.004
H 4.59154 2.08644 -3.77692 0.022 0.023 -0.059
C -2.22963 0.40151 2.26805 -0.232 -0.178 0.017
O -1.75391 1.27155 1.56722 -0.045 0.137 -0.155
N -1.56691 -0.28141 3.20810 -0.181 0.009 0.189
C -2.18733 -1.35610 3.95648 0.312 -0.072 -0.132
C -0.16821 0.04292 3.45101 -0.074 0.103 -0.102
H -3.28315 0.07117 2.16615 -0.004 0.059 0.063
H -2.16916 -1.15684 5.02982 -0.014 0.032 -0.005
H -1.63537 -2.27292 3.76333 -0.117 -0.133 0.207
H -3.22087 -1.49396 3.64093 -0.019 0.061 -0.034
H -0.07248 1.08549 3.74617 0.036 -0.027 0.014
H 0.40533 -0.09812 2.53460 -0.199 0.146 0.446
H 0.22458 -0.60265 4.23262 -0.045 -0.084 -0.003
C -2.07726 -4.94845 3.40073 -0.115 0.245 -0.162
O -1.27449 -4.44367 4.16867 -0.025 -0.031 0.301
N -1.72447 -5.52879 2.24885 -0.071 -0.245 -0.130
C -2.68857 -6.11319 1.33864 0.254 -0.102 0.035
C -0.31240 -5.50957 1.90336 -0.018 0.048 0.046
H -3.16799 -4.91062 3.56023 0.022 -0.130 0.073
H -2.46664 -7.17270 1.18721 -0.012 -0.008 -0.019
H -2.65511 -5.60220 0.37639 -0.065 -0.040 0.002
H -3.69135 -6.01428 1.74468 -0.008 0.081 -0.013
H 0.27644 -6.03495 2.65641 -0.016 -0.003 -0.001
H 0.02856 -4.47796 1.86218 0.171 -0.030 -0.091
H -0.15972 -5.96951 0.93236 -0.053 0.019 -0.068
C 0.83093 -2.41261 -0.56707 0.027 0.217 0.125
O 1.12716 -3.58327 -0.37619 0.003 -0.147 0.026
N 1.13875 -1.39195 0.24442 -0.217 -0.142 -0.125
C 0.74538 -0.01654 -0.04732 0.226 0.053 0.053
C 1.88845 -1.66814 1.45842 0.135 -0.162 -0.205
H 0.25564 -2.09184 -1.45290 0.189 -0.001 0.022
H 1.62454 0.62172 -0.13297 -0.041 0.072 0.008
H 0.10996 0.37799 0.74591 0.029 0.063 -0.282
H 0.19510 0.01960 -0.98503 -0.042 -0.066 -0.070
H 2.84939 -2.12105 1.21241 0.022 -0.016 0.024
H 1.33830 -2.36402 2.09321 0.028 -0.015 0.068
H 2.05213 -0.73979 1.99815 0.171 -0.054 -0.144
C -4.68145 1.27812 -2.84943 -0.109 -0.114 -0.041
O -4.78308 1.42949 -4.05412 -0.002 0.011 -0.112
N -4.10291 2.14225 -2.00808 -0.045 -0.049 0.158
C -4.01169 1.89426 -0.57715 0.141 0.228 -0.255
C -3.54080 3.37150 -2.54443 -0.037 -0.078 -0.057
H -5.07334 0.37865 -2.33997 -0.026 0.024 0.035
H -4.54126 2.68365 -0.04041 0.070 -0.040 0.139
H -2.96717 1.87844 -0.27096 -0.058 0.050 0.205
H -4.46562 0.93642 -0.32383 -0.046 -0.028 -0.116
H -4.31848 3.95362 -3.04050 0.020 0.021 -0.014
H -2.76789 3.14272 -3.27725 0.023 0.039 -0.011
H -3.10642 3.95246 -1.73597 0.033 -0.029 0.049
C -3.77068 -2.77341 0.35837 0.079 0.071 0.114
O -4.44707 -3.70182 0.76487 -0.130 -0.039 0.035
N -3.40513 -2.59721 -0.92025 0.059 0.136 -0.010
C -2.58723 -1.47070 -1.33674 -0.073 -0.253 -0.123
C -3.83878 -3.56931 -1.90812 -0.036 -0.003 0.132
H -3.38714 -1.98476 1.02726 0.010 -0.009 -0.009
H -3.12413 -0.88001 -2.07864 0.092 0.086 -0.040
H -1.65631 -1.83753 -1.77354 -0.121 0.146 -0.016
H -2.34964 -0.83824 -0.48273 0.016 -0.001 0.033
H -4.92763 -3.61440 -1.94031 -0.011 -0.031 -0.028
H -3.46666 -4.56132 -1.64948 -0.016 -0.012 -0.060
H -3.45985 -3.28359 -2.88516 0.034 0.037 -0.011



[3]
86
Properties=species:S:1:pos:R:3:forces:R:3 method="wB97M-V/def2-TZVPD" multiplicity=2 total_charge=+2 gap_ha="0.1806 / 0.1215" lumo_energy_ev="-8.029 / -9.639"
Hf 3.15497 1.45027 1.83150 -2.913 3.403 -0.424
C -4.33099 -8.44872 -4.45318 1.678 0.288 0.261
N -4.41859 -7.09057 -3.70309 -0.445 -0.003 -1.204
C -5.47861 -6.28147 -3.91100 -0.661 0.851 0.425
C -5.57835 -5.00053 -3.34710 1.615 0.386 0.575
C -4.45500 -4.44564 -2.65804 -0.350 -1.069 -0.418
C -3.37637 -5.30071 -2.49893 0.061 0.240 0.393
C -3.40145 -6.58156 -2.97426 0.295 -1.345 0.013
C -4.34374 -3.03153 -2.19960 -2.294 -0.118 -2.445
C -4.99172 -2.08231 -3.03326 1.634 -0.918 0.902
C -4.80095 -0.78600 -2.66203 -2.413 0.311 -2.736
N -4.18018 -0.38417 -1.60545 1.009 1.108 1.993
C -3.68563 -1.27441 -0.73694 1.427 1.202 -0.399
C -3.71909 -2.56444 -1.08122 -0.342 -2.594 1.408
C -4.02007 1.06669 -1.46840 -0.586 1.014 1.002
H -3.68770 -9.12017 -3.88448 -0.837 -0.136 0.802
H -3.66789 -8.41127 -5.31748 -0.185 1.184 -0.334
H -5.24791 -8.89592 -4.83709 -0.305 0.502 0.874
H -6.28876 -6.64957 -4.52302 0.034 -0.218 0.013
H -6.44494 -4.35914 -3.41069 -0.348 -0.479 -0.446
H -2.49885 -4.97223 -1.96185 0.114 -0.091 -0.003
H -2.60470 -7.26151 -2.71110 0.134 -0.094 -0.321
H -5.42989 -2.32181 -3.99088 -0.217 0.003 0.158
H -5.25899 -0.00046 -3.24473 0.139 0.119 -0.205
H -3.00018 -1.06712 0.07151 -0.499 1.045 0.589
H -3.39855 -3.21944 -0.28458 0.449 -0.399 -0.251
H -3.66349 1.30803 -0.46706 0.882 -0.161 -0.385
H -4.97718 1.58672 -1.42805 -0.424 -0.492 -0.412
H -3.49271 1.47080 -2.33252 0.444 -0.123 0.447
B 4.61970 0.47964 0.14239 2.426 0.739 -0.462
H 3.97328 -0.26929 0.57308 -3.657 -4.219 1.915
H 5.05055 1.11844 0.89773 2.516 1.907 2.926
H 5.26529 -0.02537 -0.55935 2.203 -1.765 -1.887
H 3.88610 1.17140 -0.24171 -3.907 2.526 -1.702
B 1.68444 2.40319 3.52977 -0.516 -0.203 -0.001
H 1.08651 2.79967 4.33571 -2.020 0.958 2.650
H 2.72187 2.32468 3.81581 4.724 -0.311 1.224
H 1.44525 1.40833 3.18733 -1.444 -4.390 -1.031
H 1.61510 3.01938 2.64675 -0.011 2.469 -3.523
B 3.36036 -0.94767 2.81295 -1.083 0.512 -0.850
H 4.35087 -0.86068 2.39393 5.322 0.352 -0.963
H 2.68169 -1.11131 1.99023 -3.285 -0.732 -2.661
H 3.30668 -1.79803 3.47493 0.481 -3.414 2.057
H 3.07571 -0.02430 3.29318 -0.794 3.930 1.905
B 4.20563 3.62471 1.63590 0.421 -0.235 0.474
H 4.53477 4.64409 1.50649 1.047 3.243 -0.395
H 3.61798 3.50948 2.53348 -2.053 -0.317 3.346
H 3.57205 3.32812 0.81440 -2.658 -1.500 -3.634
H 5.02715 2.92571 1.66314 3.403 -2.874 0.221
C -0.68750 1.36449 -0.05538 0.079 0.251 -0.959
C 0.76635 1.34572 0.26999 -0.342 0.341 2.132
O 1.17170 0.44778 1.04683 0.985 -2.387 0.556
O 1.52419 2.30557 0.16985 1.620 1.966 -1.132
H -0.93199 0.44431 -0.58605 -0.277 -0.111 0.305
H -0.96001 2.21711 -0.67737 0.159 0.003 0.038
H -1.16548 1.46218 0.91935 -0.241 -0.314 -0.095
O 3.71024 7.44101 0.58098 -0.432 -0.818 -1.157
S 3.10009 6.97470 -0.64722 0.448 -1.367 3.040
O 2.48464 7.92550 -1.47488 -0.949 1.176 -1.625
O 4.21345 6.15228 -1.50299 -1.207 -0.063 1.025
C 4.84271 6.84901 -2.56392 2.120 1.368 -0.822
C 4.55327 6.21027 -3.85484 -1.590 -1.364 -0.331
C 1.83351 5.64752 -0.20865 1.314 0.633 -0.857
H 5.92038 6.68908 -2.53000 0.169 0.516 1.286
H 4.62183 7.91598 -2.59352 -0.070 -0.106 0.441
H 3.46361 6.19074 -3.87395 -0.156 -0.305 -0.861
H 4.93555 5.19775 -3.72537 -0.263 -0.292 -0.488
H 4.97799 6.62201 -4.77035 0.005 0.378 0.384
H 0.93401 6.06585 0.24300 0.464 0.555 0.117
H 2.33157 4.95168 0.46651 -0.189 0.056 -0.286
H 1.52994 5.21478 -1.16190 0.249 -0.268 0.110
O -2.99197 -3.05383 3.80022 0.500 -0.449 -0.191
S -1.81445 -2.46669 3.24742 0.571 2.058 1.469
O -2.05399 -1.47502 2.17710 1.062 -1.787 0.501
O -1.10014 -1.63698 4.48923 -2.359 -3.144 -1.111
C 0.08053 -0.92498 4.21375 -0.171 1.224 0.408
C 0.95097 -0.97367 5.48626 0.212 -0.320 -0.914
C -0.53637 -3.80710 2.81058 -1.983 1.473 -0.599
H -0.34564 0.05410 3.99493 0.917 0.498 0.067
H 0.47771 -1.29056 3.26681 0.807 0.060 0.243
H 1.30556 -1.98457 5.68739 0.021 -0.149 -0.263
H 0.42965 -0.68981 6.40045 -0.232 0.379 -0.363
H 1.83186 -0.34943 5.33634 -0.073 0.144 0.176
H -0.62048 -4.67237 3.46811 0.208 0.582 0.418
H 0.42557 -3.31747 2.65878 -0.071 -0.367 0.164
H -1.00230 -4.09899 1.86940 0.480 -0.140 -0.307



In eV, the E values for the records above are, in order, -45147.4880 -128898.5739 -66548.4141.